Record 1
The following is a DFT calculation (ωB97M-V/def2-TZVPD) of a 2-piece molecular cluster, C2H11N2O overall.

Results
**Total charge**: +1
**HOMO**: -14.58 eV
**Lowest unoccupied orbital energy**: -3.26 eV
**ΔE to the lowest compared entry with this formula, charge and spin**: 0.470 eV
**Kohn-Sham gap**: 11.3 eV
**M**: 79.12 g/mol

Bonds (Å) are listed after each position.
Geometry (Å):
1 N 0.37 0.79 1.98  H2 1.149, H3 1.018, H4 1.020, H5 1.017
2 H -0.26 0.35 1.13  N1 1.149
3 H 0.37 0.17 2.78  N1 1.018
4 H 1.32 0.83 1.61  N1 1.020
5 H 0.05 1.71 2.29  N1 1.017
6 C -1.92 0.00 -0.86  N7 1.474, H10 1.084, H11 1.087, H12 1.089
7 N -0.67 -0.41 -0.19  C6 1.474, C8 1.467, H13 1.016
8 C 0.49 -0.20 -1.06  N7 1.467, O9 1.424, H14 1.089, H15 1.088
9 O 1.72 -0.33 -0.36  C8 1.424, H16 0.965
10 H -1.84 1.02 -1.22  C6 1.084
11 H -2.72 -0.06 -0.12  C6 1.087
12 H -2.17 -0.66 -1.68  C6 1.089
13 H -0.71 -1.39 0.06  N7 1.016
14 H 0.50 -0.88 -1.92  C8 1.089
15 H 0.48 0.83 -1.40  C8 1.088
16 H 2.04 -1.23 -0.49  O9 0.965


Record 2
The following is a DFT calculation (ωB97M-V/def2-TZVPD) of a 2-piece molecular cluster, C2H11N2O overall at a distorted geometry.

Results
**Total charge**: +1
**HOMO**: -13.39 eV
**Lowest unoccupied orbital energy**: -3.65 eV
**ΔE to the lowest compared entry with this formula, charge and spin**: 1.049 eV
**Kohn-Sham gap**: 9.7 eV
**M**: 79.12 g/mol

Bonds (Å) are listed after each position.
Geometry (Å):
1 N -2.14 -0.54 1.88  H2 1.109, H3 1.017, H4 1.017, H5 1.021
2 H -1.38 0.18 1.50  N1 1.109
3 H -3.01 -0.05 2.09  N1 1.017
4 H -2.30 -1.29 1.21  N1 1.017
5 H -1.72 -0.92 2.73  N1 1.021
6 C 1.81 0.04 -1.98  N7 1.464, H10 1.091, H11 1.088, H12 1.095
7 N 0.88 0.73 -1.08  C6 1.464, C8 1.421, H13 1.016
8 C 0.50 -0.02 0.07  N7 1.421, O9 1.469, H14 1.107, H15 1.092
9 O -0.17 0.88 1.01  C8 1.469, H16 0.979
10 H 2.73 -0.21 -1.44  C6 1.091
11 H 2.08 0.74 -2.77  C6 1.088
12 H 1.40 -0.87 -2.43  C6 1.095
13 H 0.07 0.96 -1.64  N7 1.016
14 H -0.22 -0.83 -0.17  C8 1.107
15 H 1.37 -0.49 0.53  C8 1.092
16 H 0.06 1.68 0.49  O9 0.979


Record 3
The following is a DFT calculation (ωB97M-V/def2-TZVPD) of a 2-piece molecular cluster, C2H11N2O overall at a distorted geometry.

Results
**Total charge**: +1
**HOMO**: -15.13 eV
**Lowest unoccupied orbital energy**: -3.07 eV
**ΔE to the lowest compared entry with this formula, charge and spin**: 1.013 eV
**Kohn-Sham gap**: 12.1 eV
**M**: 79.12 g/mol

Bonds (Å) are listed after each position.
Geometry (Å):
1 C -1.14 0.23 -1.77  N2 1.529, H3 1.104, H4 1.079, H5 1.134
2 N -1.40 0.53 -0.30  C1 1.529, H6 1.011, H7 1.046, H8 1.031
3 H -2.11 0.01 -2.24  C1 1.104
4 H -0.43 -0.59 -1.87  C1 1.079
5 H -0.82 1.22 -2.22  C1 1.134
6 H -1.91 -0.31 -0.08  N2 1.011
7 H -0.45 0.61 0.14  N2 1.046
8 H -2.06 1.26 0.01  N2 1.031
9 N 1.29 0.70 0.60  C10 1.503, H12 1.009, H13 1.022
10 C 1.45 -0.75 0.94  N9 1.503, O11 1.474, H14 1.089, H15 1.099
11 O 0.12 -1.30 1.26  C10 1.474, H16 0.964
12 H 2.14 0.97 0.13  N9 1.009
13 H 1.35 1.10 1.54  N9 1.022
14 H 2.18 -1.05 1.69  C10 1.089
15 H 1.73 -1.18 -0.03  C10 1.099
16 H 0.09 -1.46 2.21  O11 0.964


Record 4
The following is a DFT calculation (ωB97M-V/def2-TZVPD) of a 3-piece molecular cluster, C2H11N2O2 overall at a distorted geometry.

Results
**Total charge**: +1
**HOMO**: -12.90 eV
**Lowest unoccupied orbital energy**: -3.35 eV
**ΔE to the lowest compared entry with this formula, charge and spin**: 2.423 eV
**Kohn-Sham gap**: 9.5 eV
**M**: 95.12 g/mol

Bonds (Å) are listed after each position.
Geometry (Å):
1 C -0.32 0.29 -0.06  C2 1.357, N4 1.347, H5 1.092
2 C -0.40 0.28 1.29  C1 1.357, N3 1.537, H6 1.079
3 N -1.06 1.54 1.89  C2 1.537, H7 1.018, H8 1.013, H9 1.017
4 N 0.53 -0.38 -0.87  C1 1.347, H10 0.994, H11 1.001
5 H -0.91 1.08 -0.53  C1 1.092
6 H 0.38 -0.09 1.93  C2 1.079
7 H -0.33 1.88 2.51  N3 1.018
8 H -1.36 2.15 1.14  N3 1.013
9 H -1.82 1.25 2.50  N3 1.017
10 H 1.21 -0.86 -0.33  N4 0.994
11 H 0.12 -0.56 -1.77  N4 1.001
12 H 0.70 -3.39 0.45  O14 0.964
13 H -0.33 -4.19 1.10  O14 0.987
14 O -0.10 -3.24 0.96  H12 0.964, H13 0.987
15 H 1.21 2.55 -2.62  O17 0.964
16 H 1.80 1.55 -3.52  O17 0.950
17 O 1.08 1.64 -2.91  H15 0.964, H16 0.950